Record 1
# C9H3Cl3F6N6O5RhS2Se

C9H3Cl3F6N6O5RhS2Se as an isolated structure in a non-equilibrium geometry (ωB97M-V with the def2-TZVPD basis set, the Open Molecules 2025 dataset).

Positions of all 36 atoms, in Å:
1 Rh 0.547 -0.238 -0.617
2 Se -2.498 -0.416 1.056
3 Cl -3.155 -0.401 -4.629
4 Cl -1.009 -2.247 -5.330
5 Cl -0.660 0.617 -5.749
6 S 2.402 -1.044 1.842
7 S 1.664 -2.534 -0.308
8 F 1.269 -0.138 3.976
9 F 1.219 -4.640 -1.785
10 F 0.082 -1.571 2.864
11 F 2.847 -4.865 -0.368
12 F 0.794 -4.874 0.326
13 F 1.768 -2.249 4.059
14 O 0.161 -2.121 -0.255
15 O 3.691 -0.646 2.231
16 O 1.625 2.844 -0.889
17 O 2.165 -1.589 -1.313
18 O 1.640 0.014 1.046
19 N 0.815 2.088 -0.588
20 N -3.181 1.062 1.614
21 N -0.315 2.680 0.219
22 N -1.052 0.459 0.325
23 N 2.257 -2.440 1.106
24 N -0.425 -0.402 -2.355
25 C 1.639 -4.446 -0.567
26 C -2.405 2.096 1.281
27 C -1.419 -0.635 -4.775
28 C -1.229 1.733 0.567
29 C 1.306 -1.278 3.328
30 C -1.642 4.389 1.201
31 C -0.855 -0.499 -3.410
32 C -2.609 3.463 1.586
33 C -0.490 3.985 0.533
34 H 0.312 4.649 0.227
35 H -3.506 3.753 2.124
36 H -1.756 5.441 1.427

## Properties
- energy relative to the best compared isomer or geometry (same formula, charge and spin) (kJ/mol) = 0.0
- net charge = +3
- E_HOMO (eV) = -19.24

Charge distribution, Mulliken scheme, values in e: 0.3822, 0.5207, -0.0402, -0.0272, -0.0302, 0.9879, 1.0673, -0.1740, -0.1289, -0.1865, -0.1161, -0.1259, -0.1447, -0.4781, -0.4689, -0.3023, -0.5473, -0.5294, 0.4300, -0.5799, 0.1917, 0.0563, -0.3042, -0.2447, 0.6893, 0.3014, 0.8883, 0.8196, 0.6904, -0.8552, -0.1858, -0.2447, 0.1657, 0.5172, 0.5366, 0.4694

Record 2
# C5H8N2

A 2-piece molecular cluster, C5H8N2 overall in a non-equilibrium geometry (ωB97M-V with the def2-TZVPD basis set, the Open Molecules 2025 dataset).

Positions of all 15 atoms, in Å:
1 N 0.071 -2.185 2.028
2 N -1.451 -0.898 -0.743
3 C 0.999 -1.241 -1.177
4 C -0.173 -1.792 0.991
5 C 0.036 1.049 1.143
6 C -0.198 -1.226 -0.265
7 C 1.072 0.893 1.874
8 H -2.087 -0.949 -0.041
9 H 1.487 -0.137 2.099
10 H 1.777 -0.605 -0.846
11 H 0.529 -1.163 -2.145
12 H -1.462 -0.104 -1.363
13 H 1.395 -2.265 -1.288
14 H -0.731 1.684 0.696
15 H 1.526 1.747 2.439

## Properties
- energy relative to the best compared isomer or geometry (same formula, charge and spin) (kJ/mol) = 499.9
- E_HOMO (spin up / spin down) (eV) = -8.04 / -7.24

Charge distribution, Mulliken scheme, values in e: -0.5119, -0.5231, -1.2355, 0.3925, -0.2100, 0.3721, -0.5272, 0.2196, 0.2069, 0.2850, 0.4049, 0.2598, 0.3027, 0.3141, 0.2500

Record 3
# C2H5FS

An isolated molecule of C2H5FS in a non-equilibrium geometry (ωB97M-V with the def2-TZVPD basis set, the Open Molecules 2025 dataset).

Positions of all 9 atoms, in Å:
1 S -1.272 -0.261 -0.027
2 F 1.201 -0.927 -0.178
3 C 1.250 0.348 0.246
4 C -0.057 0.979 -0.208
5 H -1.310 -0.134 1.341
6 H 1.539 0.194 1.437
7 H 0.121 1.493 -1.184
8 H 2.216 0.974 -0.339
9 H -0.185 2.029 0.546

## Properties
- SMILES = FCCS
- energy relative to the best compared isomer or geometry (same formula, charge and spin) (kJ/mol) = 169.1
- E_HOMO (eV) = -9.06

Charge distribution, Mulliken scheme, values in e: -0.2301, -0.2346, -0.1689, -0.4685, 0.1322, 0.2135, 0.3176, 0.2022, 0.2367

Record 4
# C7H16B3FN2O7

C7H16B3FN2O7 as an isolated structure in a non-equilibrium geometry (ωB97M-V with the def2-TZVPD basis set, the Open Molecules 2025 dataset).

Positions of all 36 atoms, in Å:
1 F 1.428 -2.576 -3.710
2 O 1.572 -0.961 -0.753
3 O 2.388 0.408 -2.483
4 O 1.897 1.385 -0.378
5 O 1.571 0.722 5.248
6 O -1.704 -0.759 1.199
7 O -0.175 0.797 1.835
8 O 0.363 2.026 6.455
9 N 1.445 2.680 -2.444
10 N 0.508 1.112 5.678
11 C -1.251 0.368 1.113
12 C -1.474 -2.620 -3.607
13 C 0.757 -1.478 -3.181
14 C 1.013 0.012 1.573
15 C -1.831 1.430 0.222
16 C -0.574 -1.905 -2.582
17 C -0.707 0.404 5.195
18 B 1.626 -0.684 -2.111
19 B 1.914 1.515 -1.762
20 B 1.511 0.140 0.070
21 H -1.840 -3.550 -3.196
22 H -0.731 0.511 4.115
23 H 0.844 -1.016 1.873
24 H -2.241 2.215 0.850
25 H 1.799 0.419 2.200
26 H 0.544 -0.795 -4.005
27 H -0.896 -2.842 -4.494
28 H -2.632 1.003 -0.362
29 H 0.559 2.995 -2.071
30 H -0.370 -2.517 -1.711
31 H -0.611 -0.640 5.478
32 H -1.056 1.871 -0.392
33 H -1.049 -0.989 -2.230
34 H -1.576 0.856 5.656
35 H -2.306 -1.982 -3.873
36 H 1.286 2.447 -3.415

## Properties
- energy relative to the best compared isomer or geometry (same formula, charge and spin) (kJ/mol) = 0.0
- E_HOMO (eV) = -10.79

Charge distribution, Mulliken scheme, values in e: -0.3429, -0.3605, -0.3968, -0.2788, -0.5362, -0.5824, -0.4269, -0.5466, -0.5861, 0.9162, 0.8131, -1.2627, 0.0660, -0.3870, -0.7701, 0.0328, -0.3967, 0.3781, 0.4465, 0.2135, 0.3084, -0.0321, 0.2813, 0.3781, 0.3212, 0.2055, 0.3470, 0.3386, 0.2777, 0.3420, 0.2730, -0.0124, 0.0332, 0.3345, 0.3486, 0.2629